[1]
The following is a quantum chemistry calculation of C4H12NO as an isolated structure at a distorted geometry, from OMol25.

XYZ file:
```
18
Properties=species:S:1:pos:R:3:lowdin_charge:R:1
O 0.15393 1.89965 -0.39467 0.01
N -0.89007 2.26639 -3.06515 0.09
C 0.29780 -0.26719 0.74074 -0.03
C 0.41832 -2.77647 0.57885 -0.02
C 0.59208 -1.37218 0.06755 -0.04
C -0.12531 -0.06265 2.14299 -0.01
H 0.30224 0.78567 0.13347 0.06
H -0.50920 3.01227 -3.63292 0.03
H -0.16598 -1.00687 2.69296 0.11
H -0.54913 2.29914 -2.10652 -0.03
H -1.90193 2.30864 -3.06865 0.03
H 0.01515 -3.42287 -0.20038 0.10
H 0.57161 0.59890 2.66649 0.12
H 0.99936 -1.33904 -0.94011 0.15
H 0.75329 2.60864 -0.08909 0.10
H -1.10166 0.42332 2.18239 0.11
H -0.26284 -2.80320 1.42330 0.08
H 1.40235 -3.15215 0.86874 0.12
```

Values from the calculation:
Energy relative to the best compared isomer or geometry (same formula, charge and spin), kcal/mol: 162.1
Charge: +1
Energy, hartree: -289.1166
Lowest unoccupied orbital energy, Eh: -0.3316
HOMO-LUMO gap, eV: 4.20
M, g mol⁻¹: 90.1

---

[2]
The following is a quantum chemistry calculation of a 2-piece molecular cluster, C4H12NO overall at a distorted geometry, from OMol25.

XYZ file:
```
18
Properties=species:S:1:pos:R:3:lowdin_charge:R:1
O -1.18852 1.25300 -2.38130 0.01
N 1.29461 -0.14683 2.29420 -0.04
C 0.05461 -1.15464 -1.56559 -0.04
C 0.20872 0.10435 -0.80048 0.06
C 0.39243 -0.86921 3.22848 -0.16
C -0.89739 1.01225 -0.94872 -0.22
H 0.05707 -1.85883 2.85484 0.07
H -0.89665 -1.26552 -2.02603 0.08
H 0.85167 -0.02826 1.29244 0.05
H -1.88749 0.55319 -0.63885 0.18
H 0.95989 -0.99645 4.27386 0.13
H -0.44235 -0.16748 3.32536 0.07
H -0.41459 1.60439 -2.85189 0.12
H 0.77038 -1.30373 -2.47640 0.16
H 0.15309 -2.15994 -1.04404 0.15
H -0.74901 1.93717 -0.46120 0.12
H 1.26728 0.62520 -0.92405 0.20
H 2.22641 -0.49236 2.18478 0.06
```

Values from the calculation:
Energy relative to the best compared isomer or geometry (same formula, charge and spin), kcal/mol: 138.1
Charge: +1
Energy, hartree: -289.1548
Lowest unoccupied orbital energy, Eh: -0.2992
HOMO-LUMO gap, eV: 5.19
M, g mol⁻¹: 90.1

---

[3]
The following is a quantum chemistry calculation of a 2-piece molecular cluster, C4H12NO overall at a distorted geometry, from OMol25.

XYZ file:
```
18
Properties=species:S:1:pos:R:3:lowdin_charge:R:1
O 1.22208 -2.52432 -0.86189 -0.02
N 0.92407 0.50282 -1.85285 0.20
C -0.04100 0.98686 -0.80575 -0.06
C -0.54894 0.81612 2.44385 -0.10
C -1.45427 0.65846 1.21106 -0.22
C -0.55371 0.17249 0.08600 -0.07
H 0.72759 -2.84862 -0.11402 0.05
H -2.19273 -0.11446 1.41405 0.11
H 1.10677 -2.83109 -1.73443 0.03
H 0.12060 1.67694 2.39811 0.08
H 1.76286 1.07544 -1.71203 0.17
H -0.44135 -0.89494 0.19604 0.11
H 0.66789 0.67879 -2.82561 0.17
H -1.16790 1.07219 3.30268 0.08
H -0.24695 2.03975 -0.89379 0.13
H 1.20162 -0.48642 -1.83468 0.13
H -0.08696 -0.12945 2.74081 0.08
H -2.01718 1.58432 1.07606 0.12
```

Values from the calculation:
Energy relative to the best compared isomer or geometry (same formula, charge and spin), kcal/mol: 37.8
Charge: +1
Energy, hartree: -289.3147
Lowest unoccupied orbital energy, Eh: -0.1291
HOMO-LUMO gap, eV: 11.11
M, g mol⁻¹: 90.1

---

[4]
The following is a quantum chemistry calculation of an isolated ion of composition C4H12NO and charge +1 at a distorted geometry, from OMol25.

XYZ file:
```
18
Properties=species:S:1:pos:R:3:lowdin_charge:R:1
O 0.34134 -1.41950 -1.27542 -0.09
N -1.91971 0.20900 -0.28792 0.19
C 0.14589 0.37942 1.19334 -0.14
C 1.35670 -0.44162 -0.95346 -0.24
C 1.41244 -0.18332 0.52100 -0.16
C -0.91649 1.15746 0.38760 -0.11
H 2.28394 -0.89073 -1.30345 0.13
H 0.76017 -2.27551 -1.16431 0.10
H -0.43254 -0.49939 1.50110 0.11
H -2.30828 -0.41290 0.41781 0.16
H 1.60533 -1.15272 0.96553 0.12
H -0.50219 1.73371 -0.43787 0.13
H -1.46857 -0.37085 -1.03854 0.15
H -1.52196 1.80354 1.00909 0.13
H 0.30128 0.87211 2.12307 0.11
H 2.29089 0.40643 0.72722 0.12
H -2.67789 0.68423 -0.74986 0.16
H 1.24966 0.40062 -1.63494 0.12
```

Values from the calculation:
Energy relative to the best compared isomer or geometry (same formula, charge and spin), kcal/mol: 18.9
Charge: +1
SMILES: [NH3+]CCCCO
Energy, hartree: -289.3447
Lowest unoccupied orbital energy, Eh: -0.1229
HOMO-LUMO gap, eV: 11.42
M, g mol⁻¹: 90.1

---

Number 2 is which compound? C4H12NO

---

What is the charge in the second record? +1

---

Which value of HOMO-LUMO gap does entry 4 give? 11.42 eV

---

Which value of M does entry 1 give? 90.1 g mol⁻¹